45
Properties=species:S:1:pos:R:3:mulliken_charge:R:1 method="wB97M-V/def2-TZVPD" e_homo_ha=-0.483 energy_ha=-5302.2104 total_charge=+1 spin_multiplicity=1 largest_force_ha_per_bohr=0.1183 gap_ev=7.684
C -0.43 4.71 0.09 -1.1694
C -1.12 3.38 -0.55 0.1713
B -1.11 3.32 -2.20 0.3151
O -1.49 4.52 -2.99 -0.5168
N -0.68 2.07 -3.00 -0.0013
C -1.18 0.79 -2.73 -0.1553
N -2.20 0.52 -1.65 -0.1051
C -1.80 -0.66 -0.76 -0.2592
C -1.85 -0.11 0.79 -0.8375
C -1.54 -1.30 1.92 0.9733
F -2.47 -0.96 3.07 -0.2988
F -1.92 -2.58 1.24 -0.2829
C 0.05 -1.19 2.31 0.5071
F 0.78 -0.93 1.06 -0.1935
F 0.18 0.07 3.13 -0.3109
C 0.63 -2.40 3.25 0.4012
F -0.60 -3.09 3.81 -0.2836
F 1.30 -1.83 4.46 -0.2547
C 1.45 -3.57 2.48 0.7355
F 0.88 -3.87 1.11 -0.2251
F 1.19 -4.85 3.25 -0.2511
S 3.28 -3.40 2.32 1.1401
F 3.37 -5.15 2.16 -0.3040
F 3.09 -3.36 0.58 -0.3127
F 3.30 -1.70 2.34 -0.2663
F 3.60 -3.58 3.99 -0.2600
F 4.97 -3.36 2.05 -0.2691
N -0.70 -0.37 -3.62 -0.3102
P 1.08 -0.42 -3.74 0.3687
O 1.62 0.64 -5.05 -0.5197
Br 2.07 0.42 -1.85 -0.1061
H -1.15 5.63 -0.03 0.3469
H -0.33 4.50 1.26 0.3066
H 0.66 4.89 -0.29 0.3086
H -0.47 2.45 -0.19 -0.0917
H -2.25 3.31 -0.22 0.2148
H -1.01 5.32 -2.57 0.3535
H 0.01 2.27 -3.78 0.3183
H -3.09 0.25 -2.14 0.3650
H -2.57 -1.52 -1.00 0.3088
H -0.71 -0.99 -1.05 0.1668
H -2.96 0.27 1.01 0.3545
H -1.13 0.77 1.03 0.1436
H -1.11 -0.19 -4.58 0.4583
H 2.33 1.27 -4.72 0.3269


28
Properties=species:S:1:pos:R:3:mulliken_charge:R:1 method="wB97M-V/def2-TZVPD" e_homo_ha=-0.324 smiles="C=C/C=C(/B(O)C(=C)O)C(=O)N(C)C" energy_ha=-656.5830 spin_multiplicity=1 largest_force_ha_per_bohr=0.1203 gap_ev=9.135
C 1.10 2.61 2.67 -0.8804
C 0.83 1.53 2.02 -0.0047
C 0.21 1.43 0.71 -0.3736
C 0.35 0.40 -0.16 0.0834
B -0.18 0.32 -1.72 0.5110
O 0.56 -0.15 -2.66 -0.3945
C -1.67 0.88 -2.43 0.4711
C -1.42 1.90 -3.25 -1.1539
O -2.86 0.36 -2.17 -0.4034
C 1.23 -0.79 0.30 0.1864
O 2.40 -0.96 0.00 -0.7007
N 0.51 -1.80 0.96 0.2915
C 1.24 -3.03 1.19 -0.9881
C -0.89 -1.66 1.11 -0.8414
H 1.53 2.60 3.63 0.3082
H 0.76 3.56 2.25 0.2625
H 1.08 0.44 2.16 0.2858
H -0.46 2.24 0.37 0.3680
H 1.52 -0.26 -2.48 0.3607
H -2.21 2.23 -3.91 0.2233
H -0.44 2.19 -3.16 0.3066
H -3.39 0.87 -2.81 0.2972
H 0.91 -3.69 0.27 0.2861
H 2.36 -2.68 1.18 0.2670
H 0.94 -3.48 2.20 0.3337
H -1.23 -0.72 1.68 0.2708
H -1.43 -1.75 0.26 0.3873
H -1.34 -2.59 1.81 0.2400


33
Properties=species:S:1:pos:R:3:mulliken_charge:R:1 method="wB97M-V/def2-TZVPD" e_homo_ha=-0.250 energy_ha=-2490.2481 spin_multiplicity=1 largest_force_ha_per_bohr=0.0089 gap_ev=7.331
Pd -1.05 -0.48 0.16 -0.0722
N -1.20 2.33 1.87 -0.4414
C -0.59 2.53 0.66 0.3951
N -0.43 1.58 -0.22 -0.0487
C 0.15 2.08 -1.38 -0.4168
C 0.44 3.40 -1.35 -0.2737
S -0.04 4.08 0.16 -0.2317
C 0.41 1.15 -2.48 0.1442
C 0.84 1.46 -3.73 -0.4226
S 1.04 0.01 -4.64 -0.2213
C 0.50 -0.90 -3.27 0.3883
N 0.21 -0.19 -2.23 -0.0584
N 0.45 -2.27 -3.28 -0.4901
H -1.24 1.34 2.09 0.1939
H -0.87 2.91 2.62 0.2656
H 0.92 4.00 -2.11 0.3879
H 1.04 2.42 -4.16 0.3779
H 0.25 -2.72 -4.15 0.2532
H -0.04 -2.65 -2.48 0.2367
C 2.67 -1.49 2.67 -0.9944
C 1.47 -0.65 3.08 -0.1719
O 1.30 0.48 2.24 -0.3623
H 2.82 -2.32 3.36 0.3612
H 3.58 -0.88 2.68 0.2625
H 2.53 -1.89 1.67 0.2685
H 1.60 -0.27 4.10 0.3074
H 0.56 -1.27 3.07 0.1742
H 0.90 0.15 1.42 0.1629
Cl -4.57 -3.72 1.19 -0.1706
C -3.71 -2.26 0.66 -0.2803
Cl -1.98 -2.38 1.00 -0.1206
H -4.11 -1.41 1.19 0.2945
H -3.84 -2.17 -0.42 0.3032


31
Properties=species:S:1:pos:R:3:mulliken_charge:R:1 method="wB97M-V/def2-TZVPD" e_homo_ha=-0.330 smiles="CN(Cc1[nH]c(=O)[nH]c(=O)c1I)C[C@H](O)CO" energy_ha=-1114.2001 spin_multiplicity=1 largest_force_ha_per_bohr=0.1357 gap_ev=8.767
C -1.46 2.08 -0.15 -1.0360
N -0.79 0.75 -0.38 0.1870
C -1.73 -0.38 -0.10 -1.0519
C -1.24 -1.15 1.09 0.9891
N -0.23 -0.63 1.91 -0.0935
C 0.49 -1.50 2.72 0.2108
O 1.56 -1.15 3.05 -0.5822
N -0.12 -2.61 3.21 -0.0986
C -1.14 -3.19 2.56 0.5846
O -1.48 -4.41 2.73 -0.6277
C -1.83 -2.39 1.44 -0.6894
I -3.46 -3.23 0.16 0.0615
C 0.72 0.71 -0.55 -0.8624
C 1.32 1.56 -1.75 0.1294
O 0.46 1.37 -2.82 -0.6267
C 2.76 1.16 -2.12 -0.5361
O 3.03 1.86 -3.37 -0.5490
H -1.13 2.40 0.84 0.3469
H -2.52 2.08 -0.17 0.3822
H -1.06 2.88 -0.84 0.2797
H -1.84 -1.05 -1.00 0.3629
H -2.81 0.07 -0.01 0.3985
H 0.41 0.07 1.53 0.0886
H 0.55 -3.23 3.72 0.3191
H 1.06 1.12 0.48 0.4389
H 1.06 -0.31 -0.70 0.3758
H 1.28 2.60 -1.45 0.2625
H -0.42 1.20 -2.53 0.3400
H 2.84 0.12 -2.25 0.3758
H 3.54 1.55 -1.31 0.2621
H 2.20 1.66 -3.93 0.3581


25
Properties=species:S:1:pos:R:3:mulliken_charge:R:1 method="wB97M-V/def2-TZVPD" e_homo_ha=-0.314 energy_ha=-460.7321 spin_multiplicity=1 largest_force_ha_per_bohr=0.0999 gap_ev=9.417
C -2.39 1.51 1.43 -0.6333
C -1.60 1.34 0.29 0.9099
C -0.83 0.24 0.61 -0.3266
C 2.05 -0.45 0.21 -0.7672
C 1.76 0.59 -0.85 -0.6800
C 0.76 -0.45 -0.52 0.9610
C -1.61 2.13 -0.97 -1.2708
C 0.25 -1.51 -1.43 -1.3626
C -0.62 -1.27 2.59 -0.8627
N -2.11 0.61 2.36 -1.1476
N -1.15 -0.16 1.85 0.8324
H -3.13 2.27 1.63 0.4739
H 2.76 -1.24 -0.01 0.2969
H 2.08 -0.11 1.23 0.2308
H 1.60 1.61 -0.53 0.2544
H 2.26 0.50 -1.81 0.2880
H -0.80 1.81 -1.63 0.2871
H -2.56 1.99 -1.50 0.3089
H -1.50 3.19 -0.76 0.3190
H 1.09 -2.04 -1.90 0.4405
H -0.38 -1.08 -2.21 0.2642
H -0.35 -2.24 -0.88 0.2836
H -1.43 -1.74 3.14 0.3170
H -0.17 -1.98 1.90 0.3070
H 0.13 -0.93 3.31 0.2761


26
Properties=species:S:1:pos:R:3:mulliken_charge:R:1 method="wB97M-V/def2-TZVPD" e_homo_ha="-0.266 / -0.308" energy_ha=-535.9024 spin_multiplicity=1 largest_force_ha_per_bohr=0.0723 gap_ev="7.344 / 7.367"
C -3.30 3.80 0.95 -0.3847
C -3.43 3.29 2.21 -0.5238
C -2.38 3.22 0.04 -0.3935
C -2.70 2.15 2.60 -0.4927
C -1.58 2.20 0.43 -0.5399
C -1.63 1.67 1.76 1.1094
C 1.18 -2.02 -1.16 -0.8355
C 3.12 -3.04 -2.16 -0.8150
C -0.70 0.78 2.21 -1.2478
N -4.15 -0.32 2.52 0.0163
N 2.14 -3.10 -1.10 -0.3680
O -4.21 0.78 2.14 -0.0720
H -3.89 4.65 0.64 0.3825
H -4.14 3.72 2.90 0.3569
H -2.32 3.62 -0.96 0.3766
H -2.70 1.84 3.64 0.4051
H -0.84 1.79 -0.25 0.3750
H 0.46 -2.14 -0.35 0.2799
H 1.63 -1.02 -1.09 0.2967
H 0.65 -2.09 -2.11 0.3261
H 3.80 -3.88 -2.07 0.3046
H 2.59 -3.13 -3.11 0.2903
H 3.70 -2.11 -2.18 0.2892
H 0.08 0.42 1.56 0.3264
H -0.73 0.40 3.21 0.3080
H 2.62 -3.09 -0.20 0.2298


26
Properties=species:S:1:pos:R:3:mulliken_charge:R:1 method="wB97M-V/def2-TZVPD" e_homo_ha=-0.286 smiles=NCCOCNc1ccccc1 energy_ha=-536.0107 spin_multiplicity=1 largest_force_ha_per_bohr=0.0734 gap_ev=8.656
N -4.45 0.01 -1.43 -0.5919
C -3.42 -1.01 -1.64 -0.6700
C -2.19 -0.77 -0.76 -0.1331
O -1.39 0.22 -1.34 -0.3993
C -0.49 1.03 -0.55 -0.5952
N 0.63 0.09 -0.51 -0.1514
C 1.63 0.19 0.36 0.7791
C 1.79 1.26 1.27 -0.4129
C 2.90 1.21 2.12 -0.5868
C 3.84 0.23 2.05 -0.4581
C 3.69 -0.81 1.13 -0.6551
C 2.62 -0.78 0.28 -0.2956
H -4.04 0.93 -1.30 0.2326
H -5.13 -0.28 -0.69 0.2132
H -3.81 -2.08 -1.47 0.3673
H -3.27 -0.85 -2.69 0.3001
H -2.44 -0.49 0.26 0.2663
H -1.70 -1.76 -0.98 0.1810
H -0.94 1.17 0.41 0.4174
H -0.30 2.04 -0.93 0.3082
H 0.50 -0.94 -0.71 0.1918
H 1.15 2.13 1.19 0.3265
H 3.08 1.93 2.87 0.3664
H 4.63 0.30 2.72 0.4128
H 4.54 -1.41 0.93 0.3433
H 2.55 -1.54 -0.57 0.2433


27
Properties=species:S:1:pos:R:3:mulliken_charge:R:1 method="wB97M-V/def2-TZVPD" e_homo_ha=-0.311 energy_ha=-611.1411 spin_multiplicity=1 largest_force_ha_per_bohr=0.0813 gap_ev=8.804
C -3.20 0.21 0.02 0.6040
C 0.96 -1.63 -0.49 -1.1577
C -2.04 -0.48 0.53 0.1997
C 2.15 -0.72 -0.14 0.7528
C 2.05 0.60 -0.15 1.1854
C 3.32 -1.44 0.45 -1.6927
C 3.10 1.54 0.26 -1.3041
C 0.75 1.28 -0.65 -1.3636
C -5.44 0.43 0.31 -0.6725
N -0.08 -1.79 0.48 -1.1664
N -1.04 -1.10 0.37 0.8223
O -3.15 1.19 -0.68 -0.5368
O -4.31 -0.34 0.51 -0.2960
H 0.59 -1.51 -1.49 0.5191
H 1.24 -2.74 -0.75 0.3994
H 3.38 -1.16 1.47 0.3178
H 4.36 -1.02 0.02 0.2750
H 3.21 -2.46 0.29 0.4360
H 3.18 1.53 1.32 0.3000
H 2.87 2.50 -0.19 0.4037
H 4.13 1.04 0.02 0.2097
H -0.13 1.32 0.05 0.1502
H 0.31 0.60 -1.46 0.2170
H 1.05 2.21 -0.98 0.5631
H -6.18 0.43 1.23 0.2210
H -5.97 0.10 -0.57 0.2677
H -5.10 1.43 0.22 0.3457


Please write out number 2 again, unchanged.
28
Properties=species:S:1:pos:R:3:mulliken_charge:R:1 method="wB97M-V/def2-TZVPD" e_homo_ha=-0.324 smiles="C=C/C=C(/B(O)C(=C)O)C(=O)N(C)C" energy_ha=-656.5830 spin_multiplicity=1 largest_force_ha_per_bohr=0.1203 gap_ev=9.135
C 1.10 2.61 2.67 -0.8804
C 0.83 1.53 2.02 -0.0047
C 0.21 1.43 0.71 -0.3736
C 0.35 0.40 -0.16 0.0834
B -0.18 0.32 -1.72 0.5110
O 0.56 -0.15 -2.66 -0.3945
C -1.67 0.88 -2.43 0.4711
C -1.42 1.90 -3.25 -1.1539
O -2.86 0.36 -2.17 -0.4034
C 1.23 -0.79 0.30 0.1864
O 2.40 -0.96 0.00 -0.7007
N 0.51 -1.80 0.96 0.2915
C 1.24 -3.03 1.19 -0.9881
C -0.89 -1.66 1.11 -0.8414
H 1.53 2.60 3.63 0.3082
H 0.76 3.56 2.25 0.2625
H 1.08 0.44 2.16 0.2858
H -0.46 2.24 0.37 0.3680
H 1.52 -0.26 -2.48 0.3607
H -2.21 2.23 -3.91 0.2233
H -0.44 2.19 -3.16 0.3066
H -3.39 0.87 -2.81 0.2972
H 0.91 -3.69 0.27 0.2861
H 2.36 -2.68 1.18 0.2670
H 0.94 -3.48 2.20 0.3337
H -1.23 -0.72 1.68 0.2708
H -1.43 -1.75 0.26 0.3873
H -1.34 -2.59 1.81 0.2400